# 1
C24H21N3O4 | ωB97M-V/def2-TZVPD

Structure (XYZ):
```
52
Properties=species:S:1:pos:R:3:forces:R:3:nbo_charge:R:1
C 3.798 3.497 1.602 0.0918 0.1865 0.0895 -0.249
H 4.396 3.148 2.448 -0.0067 -0.0022 -0.0285 0.181
O 3.243 2.422 0.887 0.0721 -0.2971 -0.3541 -0.498
C 4.069 1.462 0.404 -0.0757 -0.0847 -0.1084 0.373
C 5.456 1.553 0.368 -0.1172 0.1913 0.1374 -0.305
C 6.214 0.567 -0.241 0.0124 -0.0939 -0.0605 -0.204
C 5.602 -0.522 -0.833 0.1222 0.0006 -0.0623 -0.239
C 4.225 -0.641 -0.781 -0.0678 0.1558 0.1218 -0.202
C 3.454 0.322 -0.146 0.2491 0.1775 0.2850 0.071
N 2.064 0.159 -0.092 0.0483 0.0943 -0.2374 -0.622
C 1.301 0.340 1.009 0.1578 -0.1594 0.0023 0.663
O 1.711 0.642 2.110 -0.0971 -0.0318 0.1407 -0.602
C -0.175 0.130 0.782 -0.6282 0.3433 0.8585 -0.180
C -1.010 0.605 1.738 0.6457 -0.1777 -0.4151 -0.079
C -2.429 0.435 1.635 -0.5989 -0.3694 -0.5687 -0.098
C -2.910 -0.261 0.519 -0.4724 0.5862 1.0624 0.284
C -4.292 -0.469 0.361 0.3970 -0.0762 -0.1907 0.201
N -5.147 -0.008 1.251 -0.2886 -0.1523 -0.2227 -0.408
C -4.703 0.654 2.312 0.3131 0.2007 0.3477 0.031
C -3.369 0.906 2.572 -0.0070 -0.0170 -0.1445 -0.065
C -2.936 1.682 3.789 -0.2303 -0.2669 0.1127 -0.087
O -2.259 2.877 3.468 0.1943 0.3442 -0.1202 -0.708
H -2.846 3.445 2.957 0.0048 -0.0476 0.0117 0.469
H -3.815 1.889 4.416 0.1323 -0.1354 -0.0381 0.176
H -2.224 1.095 4.377 -0.1224 0.0599 0.0114 0.195
H -5.474 0.995 2.991 0.0225 0.0986 0.1545 0.193
C -4.822 -1.217 -0.817 0.0891 0.0071 -0.0480 -0.649
H -4.386 -0.834 -1.737 -0.0059 -0.0509 -0.1225 0.231
H -4.556 -2.270 -0.738 0.0099 -0.1084 -0.0766 0.226
H -5.903 -1.125 -0.846 -0.0281 0.0100 0.0058 0.239
O -2.081 -0.750 -0.428 0.2741 -0.1321 -0.1725 -0.452
C -0.725 -0.568 -0.367 0.1017 -0.1641 -0.7058 0.574
N 0.011 -0.980 -1.323 -0.0855 0.2670 0.7402 -0.558
C -0.401 -1.701 -2.431 -0.2464 -0.2955 -0.5479 0.210
C -1.328 -2.743 -2.380 0.0696 0.0812 0.1216 -0.261
C -1.622 -3.464 -3.521 -0.0503 -0.0563 -0.0808 -0.190
C -1.010 -3.156 -4.724 -0.0206 -0.0499 -0.0895 -0.229
C -0.081 -2.129 -4.779 -0.0124 -0.0303 -0.1108 -0.200
C 0.233 -1.413 -3.641 -0.1530 -0.0031 0.1305 -0.242
H 0.957 -0.612 -3.673 0.0903 0.0556 0.0232 0.218
H 0.406 -1.890 -5.713 0.0354 0.0194 -0.0684 0.215
H -1.251 -3.718 -5.614 -0.0114 -0.0462 -0.0671 0.213
H -2.338 -4.271 -3.470 -0.0425 -0.0615 0.0065 0.212
H -1.796 -2.997 -1.440 -0.0354 -0.0076 0.0355 0.216
H -0.588 1.128 2.583 0.1166 0.0008 0.0324 0.263
H 1.597 -0.317 -0.869 0.0100 0.1404 0.1554 0.444
H 3.730 -1.494 -1.221 -0.0639 -0.1071 -0.0028 0.215
H 6.192 -1.281 -1.324 0.0469 -0.0692 -0.0388 0.214
H 7.289 0.663 -0.260 0.0862 0.0114 0.0013 0.212
H 5.955 2.406 0.801 0.0007 0.0958 0.0457 0.217
H 4.411 4.136 0.957 -0.0173 -0.0365 0.0539 0.171
H 2.949 4.068 1.975 0.0913 0.0030 -0.0048 0.203
```
Positions in Å, forces in eV/Å.

Net charge   0
Structure (SMILES)   COc1ccccc1NC(=O)c1cc2c(CO)cnc(C)c2o/c1=N\c1ccccc1
Orbital gap   7.393 eV
HOMO energy   -8.10 eV

---

# 2
C24H21N3O5S | ωB97M-V/def2-TZVPD

Structure (XYZ):
```
54
Properties=species:S:1:pos:R:3:forces:R:3:nbo_charge:R:1
C 5.545 -0.937 2.419 0.1818 -0.0519 0.1293 -0.644
C 4.232 -0.434 1.935 -0.3399 0.1598 -0.0825 0.123
C 3.414 0.289 2.779 0.0328 -0.0687 -0.1492 -0.273
C 2.166 0.752 2.333 0.3777 -0.4241 -0.4931 0.408
N 1.727 0.544 1.105 -0.1003 0.0816 0.1384 -0.512
C 2.512 -0.130 0.260 0.6129 -0.2080 0.3720 0.356
C 3.766 -0.655 0.620 -0.4397 0.2255 0.0119 -0.286
C 4.567 -1.408 -0.353 0.4869 -0.2007 0.2664 0.779
O 5.624 -1.941 -0.122 -0.3438 0.1525 -0.1257 -0.570
O 4.082 -1.514 -1.619 0.1909 -0.1552 -0.1961 -0.458
C 2.903 -0.966 -2.005 -0.8157 0.4291 -0.0260 0.327
C 2.546 -1.094 -3.345 0.2074 -0.0613 0.1954 -0.254
C 1.368 -0.535 -3.796 0.0602 -0.0157 0.0968 -0.174
C 0.525 0.138 -2.917 -0.0676 0.0511 -0.0154 -0.249
C 0.868 0.242 -1.587 0.1790 -0.0837 -0.0032 -0.114
C 2.066 -0.292 -1.110 0.1657 -0.2593 -0.5040 -0.195
H 0.232 0.749 -0.883 -0.0210 -0.0094 0.0152 0.221
H -0.388 0.592 -3.273 -0.0891 0.0230 -0.0203 0.239
H 1.102 -0.620 -4.838 -0.0104 -0.0176 -0.1045 0.221
H 3.214 -1.621 -4.008 0.0767 -0.0592 -0.0818 0.232
N 1.404 1.456 3.248 0.4884 0.1637 0.5156 -0.605
C 0.091 1.863 3.300 -0.1485 0.0090 0.0407 0.676
O -0.342 2.284 4.350 -0.1070 -0.0230 -0.0103 -0.563
C -0.755 1.764 2.082 -0.4263 0.1725 -0.1794 -0.117
C -0.423 2.415 0.901 -0.2838 -0.0160 0.0945 -0.149
C -1.274 2.324 -0.189 0.0532 0.2485 0.0171 -0.229
C -2.443 1.591 -0.094 -0.2653 -0.0944 -0.5467 -0.237
C -2.818 1.009 1.101 -0.0515 0.0011 0.0606 -0.233
C -1.972 1.098 2.193 0.1433 0.0499 -0.0009 -0.167
H -2.244 0.649 3.136 -0.0412 -0.0221 0.0787 0.232
H -3.765 0.502 1.185 -0.1275 -0.1437 0.0527 0.226
S -3.453 1.433 -1.585 -0.2198 -0.1558 -0.2361 2.317
O -2.597 1.770 -2.686 0.2568 -0.1051 0.1611 -0.950
O -4.669 2.165 -1.393 -0.0476 -0.1439 0.2766 -0.931
N -3.877 -0.155 -1.792 0.3074 1.1618 0.1710 -0.668
C -2.820 -1.140 -1.846 0.5420 -0.3680 -0.0429 -0.234
H -3.002 -1.804 -2.698 0.0934 0.0637 0.0141 0.200
H -1.863 -0.641 -1.986 0.0719 -0.1673 -0.0911 0.232
C -2.924 -1.911 -0.526 0.0057 0.0067 -0.1018 -0.422
H -2.357 -1.398 0.251 0.0132 -0.0536 -0.0462 0.212
H -2.540 -2.924 -0.619 0.0623 -0.0176 0.0333 0.221
C -4.428 -1.884 -0.216 0.0520 -0.0039 -0.0444 -0.429
H -4.619 -1.761 0.848 -0.0436 -0.0282 0.0241 0.214
H -4.897 -2.816 -0.532 -0.0400 -0.0080 0.0562 0.214
C -4.990 -0.709 -1.046 -0.7034 -0.0121 0.2528 -0.233
H -5.744 -1.063 -1.756 0.0244 0.0629 0.1186 0.205
H -5.442 0.084 -0.451 -0.1342 -0.1435 -0.0009 0.228
H -1.044 2.802 -1.128 0.1309 0.0475 -0.0647 0.252
H 0.494 2.979 0.829 0.1013 0.0144 -0.0468 0.229
H 1.861 1.584 4.147 -0.2123 0.0199 -0.1795 0.414
H 3.730 0.494 3.792 0.0535 -0.0078 0.1027 0.208
H 5.719 -0.633 3.449 -0.0172 0.0317 0.0566 0.208
H 5.580 -2.023 2.349 0.0705 -0.0095 0.0153 0.251
H 6.349 -0.565 1.787 0.0548 -0.0376 0.0257 0.249
```
Positions in Å, forces in eV/Å.

Net charge   0
Structure (SMILES)   Cc1cc(NC(=O)c2ccc(S(=O)(=O)N3CCCC3)cc2)nc2c1c(=O)oc1ccccc12
Orbital gap   8.678 eV
HOMO energy   -8.93 eV

---

# 3
C24H21NO5 | ωB97M-V/def2-TZVPD

Structure (XYZ):
```
51
Properties=species:S:1:pos:R:3:forces:R:3:nbo_charge:R:1
C 4.745 0.647 0.330 -3.0380 1.0188 -4.6877 -0.253
H 4.254 1.665 0.494 0.9633 -1.3341 -0.0384 0.191
O 3.540 -0.311 -0.004 3.8418 1.9315 2.3299 -0.507
C 2.819 0.037 -1.058 -0.7062 2.5594 -2.7808 0.293
C 2.888 1.275 -1.953 4.2649 -5.5367 9.3370 -0.246
C 2.232 1.258 -2.996 -3.5845 -0.4593 -3.0428 -0.199
C 1.341 0.311 -3.124 -8.8782 -1.2620 -8.6124 -0.174
C 0.977 -0.765 -2.485 3.3654 -3.5170 4.0532 -0.138
C 1.862 -0.865 -1.385 -1.2948 -3.4602 3.4361 -0.257
H 1.749 -1.701 -0.539 0.3533 1.5201 -2.1823 0.218
C 0.096 -1.965 -2.836 -3.9424 5.2622 -0.3640 0.563
O -0.372 -1.985 -3.987 1.4023 -1.6842 2.6754 -0.506
C -0.589 -2.556 -1.508 2.0964 -10.2187 -11.8581 -0.063
O -0.703 -2.077 -0.410 -0.3193 6.6301 8.2435 -0.495
C -1.785 -2.353 0.359 2.9196 -5.9447 0.1192 0.266
C -1.953 -3.762 0.628 -7.4851 6.0614 5.4263 -0.189
C -3.085 -4.067 1.598 8.7927 -6.4006 -8.8615 -0.143
C -3.633 -3.188 2.308 -2.7852 -2.0095 2.0719 -0.321
C -3.462 -1.978 2.055 3.9383 11.7408 1.8460 -0.108
C -2.272 -1.554 1.267 -5.2003 6.1230 1.1912 0.109
N -2.053 -0.042 1.051 -0.2542 -4.8487 4.7991 -0.516
C -1.770 0.490 -0.089 -3.3525 0.2182 -4.6321 0.638
O -2.207 0.005 -1.191 2.5139 1.7412 2.3147 -0.632
C -1.354 1.901 0.271 -6.5015 2.4124 -4.4643 -0.190
H -2.319 2.677 -0.526 2.5798 -2.2760 2.7192 0.231
C -1.494 2.019 1.750 3.7370 4.5056 1.5968 -0.403
C -1.795 0.816 2.354 -0.6830 -2.2722 -9.3469 0.769
O -1.802 0.176 3.262 0.0068 -2.8606 8.8709 -0.472
H -1.957 2.820 2.273 -1.1334 0.9356 -0.3406 0.275
C 0.083 2.380 2.076 -0.7271 -1.2445 -6.4148 -0.209
C 0.253 3.715 1.322 1.1562 3.7913 5.2060 -0.167
C 0.154 3.775 0.021 -0.1589 -7.8240 7.4110 -0.183
H 0.251 4.416 -0.630 0.7761 6.6437 -6.2153 0.203
C -0.062 2.352 -0.178 3.0980 -4.8152 -4.5195 -0.302
H 0.175 1.985 -1.224 -0.7978 0.4696 0.8195 0.249
C 0.746 1.364 0.804 6.6463 17.1745 2.0632 -0.278
H 0.422 0.543 0.871 -3.8809 -11.9429 0.6238 0.139
H 1.965 1.598 0.987 -3.4573 -1.1341 -1.0628 0.217
H 0.425 4.633 1.996 -0.2956 -1.2507 -1.0212 0.203
H 0.552 2.152 2.951 0.6119 0.0414 2.7551 0.226
H -3.822 -1.183 2.917 0.6204 -1.7761 -2.7936 0.222
H -4.207 -3.605 2.985 -3.4924 -0.9672 3.6284 0.222
H -3.242 -5.127 1.530 -0.5411 -0.3749 0.9944 0.213
H -1.547 -4.396 0.048 2.8371 -4.8806 -3.7646 0.190
H 0.336 -3.466 -1.507 -1.8234 1.1543 0.2826 0.108
H -1.532 -3.243 -1.814 1.9969 1.7224 -0.0104 0.203
H 0.471 0.331 -3.997 2.5920 0.8419 1.1718 0.206
H 2.188 2.044 -3.578 0.2166 3.6728 -3.4078 0.207
H 3.723 1.793 -1.957 3.7676 3.2431 1.0158 0.196
H 5.361 0.332 1.094 0.4906 -1.1718 1.9315 0.202
H 5.410 0.684 -0.622 -1.2521 0.0512 1.4884 0.190
```
Positions in Å, forces in eV/Å.

Net charge   0
Orbital gap   8.551 eV
HOMO energy   -8.26 eV

---

In eV, the ΔE to the lowest compared entry with this formula, charge and spin values for the records above are, in order, 1.500 0.000 19.151.
In Ha, the LUMO level values for the records above are, in order, -0.026 -0.009 0.011.